Record 1
Formula: C24H49O23PS
Source: OMol25
Level of theory: wB97M-V/def2-TZVPD

Element x y z (Å)
C (-0.52, 0.52, 3.26)
C (-1.82, 0.21, 2.50)
O (-1.97, 1.05, 1.36)
C (-1.91, 0.44, 0.10)
C (-0.54, 0.67, -0.53)
O (-0.45, -0.10, -1.73)
C (0.69, -0.82, -1.93)
O (0.27, -2.21, -2.02)
C (1.16, -3.17, -2.16)
O (0.91, -4.29, -2.44)
O (2.45, -2.75, -1.86)
P (3.23, -3.44, -0.60)
S (4.45, -2.28, 0.31)
H (-0.15, -0.36, 3.78)
H (-0.66, 1.32, 3.99)
H (0.25, 0.85, 2.55)
H (-1.83, -0.85, 2.22)
H (-2.67, 0.39, 3.15)
H (-2.11, -0.64, 0.15)
H (-2.68, 0.89, -0.53)
H (0.25, 0.38, 0.17)
H (-0.40, 1.73, -0.77)
H (1.16, -0.56, -2.89)
H (1.41, -0.70, -1.12)
H (2.15, -3.91, 0.16)
H (3.77, -4.59, -1.17)
C (3.16, 0.70, -5.12)
O (3.78, 1.99, -5.04)
C (3.65, 2.59, -3.86)
O (3.06, 2.15, -2.91)
O (4.28, 3.77, -3.92)
C (4.21, 4.52, -2.70)
H (3.35, 0.33, -6.12)
H (3.60, 0.02, -4.38)
H (2.09, 0.78, -4.94)
H (4.68, 3.97, -1.89)
H (3.18, 4.75, -2.45)
H (4.77, 5.44, -2.91)
C (-3.23, 3.28, 3.95)
O (-2.75, 3.11, 5.29)
C (-3.50, 3.71, 6.22)
O (-4.49, 4.35, 6.02)
O (-2.95, 3.47, 7.41)
C (-3.65, 4.05, 8.51)
H (-2.54, 2.75, 3.30)
H (-4.23, 2.87, 3.83)
H (-3.23, 4.34, 3.67)
H (-4.67, 3.67, 8.57)
H (-3.68, 5.14, 8.42)
H (-3.09, 3.77, 9.40)
C (-0.46, 1.42, 9.86)
O (-0.74, 0.11, 10.38)
C (-1.65, 0.10, 11.35)
O (-2.22, 1.06, 11.79)
O (-1.82, -1.16, 11.75)
C (-2.78, -1.32, 12.80)
H (0.28, 1.27, 9.07)
H (-1.36, 1.87, 9.44)
H (-0.05, 2.06, 10.64)
H (-3.76, -0.98, 12.48)
H (-2.47, -0.76, 13.69)
H (-2.80, -2.38, 13.02)
C (-6.78, 4.25, 0.75)
O (-5.48, 4.15, 0.17)
C (-5.45, 4.20, -1.16)
O (-6.41, 4.32, -1.87)
O (-4.19, 4.07, -1.56)
C (-4.02, 4.10, -2.98)
H (-6.63, 4.19, 1.83)
H (-7.24, 5.21, 0.49)
H (-7.42, 3.44, 0.41)
H (-4.37, 5.05, -3.39)
H (-4.56, 3.28, -3.45)
H (-2.95, 3.99, -3.15)
C (7.28, -8.65, -1.78)
O (6.52, -8.79, -2.99)
C (5.29, -8.27, -2.93)
O (4.81, -7.71, -1.98)
O (4.70, -8.46, -4.11)
C (3.36, -7.94, -4.18)
H (8.24, -9.11, -1.99)
H (7.41, -7.59, -1.54)
H (6.78, -9.15, -0.96)
H (3.36, -6.87, -4.02)
H (2.72, -8.42, -3.44)
H (3.02, -8.18, -5.18)
C (0.46, -1.89, -8.33)
O (1.29, -0.78, -8.66)
C (1.30, -0.47, -9.96)
O (0.70, -1.05, -10.82)
O (2.10, 0.58, -10.13)
C (2.22, 1.01, -11.49)
H (0.55, -2.01, -7.25)
H (-0.58, -1.70, -8.60)
H (0.80, -2.79, -8.84)
H (1.24, 1.31, -11.88)
H (2.62, 0.22, -12.12)
H (2.89, 1.86, -11.47)

Computed properties:
structure (SMILES) = CCOCCOCOC(=O)O[PH2]=S.COC(=O)OC.COC(=O)OC.COC(=O)OC.COC(=O)OC.COC(=O)OC.COC(=O)OC
gap between HOMO and LUMO = 9.759 eV
highest occupied orbital energy = -0.34711 hartree

Record 2
Formula: C24H50BClF4OsP2Si2
Source: OMol25
Level of theory: wB97M-V/def2-TZVPD

Element x y z (Å)
Os (-0.53, 0.00, -0.18)
C (-1.66, -0.03, 2.10)
C (-1.80, 1.17, 1.44)
C (-2.25, 0.77, 0.05)
Si (-1.37, 2.88, 2.13)
C (-2.25, -0.76, 0.02)
C (-1.78, -1.20, 1.40)
Si (-1.37, -2.92, 2.06)
H (-1.23, -0.04, 3.13)
H (-2.80, 1.38, -0.65)
H (-2.80, -1.36, -0.68)
Cl (0.53, 0.02, -2.33)
C (-1.12, -2.89, 3.92)
C (-2.75, -4.11, 1.70)
C (-1.12, 2.81, 3.98)
C (-2.75, 4.08, 1.80)
H (-3.62, -3.76, 2.29)
H (-2.47, -5.13, 2.04)
H (-3.03, -4.12, 0.63)
H (-0.26, -2.29, 4.20)
H (-0.88, -3.90, 4.32)
H (-1.97, -2.44, 4.43)
H (-3.63, 3.70, 2.36)
H (-3.00, 4.14, 0.72)
H (-2.47, 5.08, 2.19)
H (-1.97, 2.34, 4.49)
H (-0.86, 3.80, 4.41)
H (-0.25, 2.20, 4.24)
C (0.29, -3.38, 1.23)
C (0.29, 3.36, 1.30)
P (0.43, -2.58, -0.42)
H (0.40, -4.49, 1.21)
H (1.12, -3.01, 1.87)
P (0.43, 2.59, -0.36)
H (1.12, 2.97, 1.94)
H (0.40, 4.47, 1.30)
C (2.07, 3.27, -1.04)
C (-0.85, 3.62, -1.33)
C (-0.84, -3.59, -1.40)
C (2.07, -3.25, -1.11)
C (3.15, -2.16, -0.99)
H (1.86, -3.43, -2.17)
C (2.59, -4.56, -0.48)
H (2.88, -4.42, 0.57)
H (3.50, -4.86, -1.03)
H (1.89, -5.39, -0.56)
H (2.85, -1.26, -1.53)
H (4.09, -2.53, -1.43)
H (3.35, -1.91, 0.06)
H (-1.78, -3.36, -0.87)
C (-0.66, -5.12, -1.42)
C (-0.94, -3.06, -2.83)
H (-0.60, -5.58, -0.42)
H (0.21, -5.44, -2.01)
H (-1.55, -5.56, -1.90)
H (-1.16, -1.99, -2.85)
H (-1.76, -3.58, -3.35)
H (-0.01, -3.24, -3.40)
H (-1.78, 3.37, -0.81)
C (-0.93, 3.13, -2.77)
C (-0.67, 5.15, -1.30)
H (-0.61, 5.58, -0.28)
H (-1.55, 5.60, -1.77)
H (0.20, 5.49, -1.88)
H (-1.15, 2.06, -2.82)
H (0.00, 3.33, -3.33)
H (-1.75, 3.66, -3.28)
C (3.14, 2.18, -0.94)
C (2.60, 4.56, -0.39)
H (1.86, 3.47, -2.09)
H (2.88, 4.40, 0.67)
H (1.90, 5.40, -0.44)
H (3.51, 4.88, -0.92)
H (3.34, 1.90, 0.10)
H (4.09, 2.55, -1.37)
H (2.84, 1.29, -1.50)
C (1.16, 0.04, -6.34)
H (0.05, 0.04, -6.36)
H (1.71, 1.00, -6.25)
H (1.71, -0.92, -6.26)
F (0.95, 0.00, 1.35)
B (0.82, -0.04, 4.00)
F (1.28, -1.24, 3.62)
F (1.30, 1.19, 3.64)
F (-0.25, -0.01, 4.89)

Computed properties:
multiplicity = 5
gap between HOMO and LUMO (spin up / spin down) = 6.063 / 7.570 eV
highest occupied orbital energy (spin up / spin down) = -0.22277 / -0.29616 hartree